Entry 1:
Computed, not measured: a structure of composition C3H10NS in a non-equilibrium geometry, with ωB97M-V/def2-TZVPD.

XYZ file:
```
15
Properties=species:S:1:pos:R:3:forces:R:3:nbo_charge:R:1
C 0.3495 1.7937 0.5599 0.0143 3.5508 1.9186 -0.01
N -0.8059 2.3754 0.4855 0.7037 0.0266 0.1400 -0.59
H 0.6649 1.3977 1.5253 -0.3921 -0.7871 -0.2189 0.26
H 1.1571 2.3336 0.0649 0.0281 -0.9359 -0.9944 0.28
H -1.4962 2.3003 1.2273 -0.2486 -0.1608 -0.2026 0.46
H -0.9394 3.0740 -0.2383 -0.3873 0.0662 -0.0036 0.45
C -0.5995 -1.4680 -1.6362 0.2362 2.0513 0.1919 -0.69
S 0.1590 -0.3447 -0.3565 0.1728 -2.8300 -0.4768 0.84
C 0.7770 -1.5306 0.8422 0.6496 0.7465 -0.4948 -0.79
H 0.1591 -2.1954 -1.9217 -0.2016 -0.2757 0.2053 0.30
H -1.5529 -1.7744 -1.2108 0.0760 -0.5730 0.0562 0.30
H -0.7910 -0.7396 -2.4252 -0.0656 -0.3651 -0.3298 0.28
H 1.1210 -1.0374 1.7493 -0.4773 0.0480 0.2111 0.29
H 1.7281 -1.8378 0.3717 -0.1951 -0.4729 -0.0994 0.32
H 0.0694 -2.3469 0.9627 0.0871 -0.0888 0.0972 0.31
```
Positions in Å, forces in eV/Å.

Summary:
ΔE to the lowest compared entry with this formula, charge and spin = 40.2 kcal/mol
Kohn-Sham gap (spin up / spin down) = 0.3877 / 0.2999 hartree
M = 92.19 g mol⁻¹
Total energy = -572.4522 a.u.
Spin multiplicity = 2
Highest occupied orbital energy (spin up / spin down) = -0.7633 / -0.7735 Eh
Expectation value of S² = 0.75
Net charge = +2

=====

Entry 2:
Computed, not measured: a structure of composition C46H35AsBrLiOP, with ωB97M-V/def2-TZVPD.

XYZ file:
```
86
Properties=species:S:1:pos:R:3:forces:R:3:mulliken_charge:R:1
Li 1.6283 -0.5261 0.2853 0.0290 0.0264 -0.0647 0.30
Br 1.7110 0.8757 2.6549 0.0347 -0.0022 -0.0176 -0.09
C 3.2638 -0.1006 3.2015 -0.0156 0.0106 -0.0383 0.80
C 3.6102 -0.0057 4.5176 0.0178 -0.0075 0.0073 -0.70
C 4.7582 -0.6851 4.9806 -0.0038 -0.0019 -0.0101 -0.52
C 5.5101 -1.4170 4.1099 -0.0144 0.0105 0.0026 -0.84
C 5.1523 -1.5186 2.7408 0.0283 -0.0154 0.0168 0.99
C 5.9405 -2.2785 1.8442 -0.0157 0.0046 -0.0215 -0.88
C 5.5730 -2.3656 0.5310 0.0089 -0.0010 0.0269 -0.84
C 4.3992 -1.7249 0.0724 -0.0059 0.0001 -0.0060 -0.43
C 3.5589 -0.9717 0.8734 0.0354 -0.0233 0.0430 -0.85
C 3.9897 -0.8624 2.2368 -0.0484 0.0245 0.0248 0.51
H 3.0142 0.5895 5.1959 -0.0005 0.0001 -0.0003 0.40
H 5.0345 -0.6129 6.0255 0.0004 0.0017 0.0006 0.37
H 6.3992 -1.9359 4.4531 0.0011 -0.0026 -0.0018 0.31
H 6.8296 -2.7764 2.2168 -0.0001 -0.0004 0.0026 0.31
H 6.1811 -2.9421 -0.1600 -0.0038 -0.0002 -0.0036 0.36
H 4.1482 -1.8635 -0.9782 -0.0011 0.0044 -0.0001 0.42
C -5.4480 -3.3740 2.2435 0.0111 -0.0099 0.0047 -0.43
C -5.5810 -2.2414 1.4479 0.0078 0.0091 -0.0032 -0.74
C -4.4633 -1.6700 0.8642 -0.0058 -0.0055 0.0039 -0.10
C -3.1845 -2.1955 1.0743 -0.0061 0.0098 -0.0223 -0.17
C -3.0682 -3.3345 1.8657 0.0112 -0.0142 0.0101 -0.19
C -4.1903 -3.9202 2.4429 -0.0199 0.0041 0.0058 -0.79
P -1.7983 -1.3695 0.1710 -0.0046 -0.0248 -0.0022 0.38
C -0.3692 -2.3314 0.8090 0.0198 0.0166 0.0203 0.30
C 0.2763 -3.1895 -0.0814 -0.0109 0.0026 -0.0062 -0.52
C 1.3608 -3.9524 0.3275 0.0040 -0.0121 -0.0280 -0.88
C 1.8283 -3.8565 1.6295 0.0125 -0.0005 0.0445 -0.35
C 1.2043 -2.9984 2.5225 -0.0232 0.0100 -0.0248 -0.76
C 0.1105 -2.2434 2.1154 0.0073 -0.0586 0.0209 0.55
C -1.7157 0.2086 1.1291 -0.0181 -0.0254 0.0219 1.11
C -2.1737 0.2920 2.4436 0.0065 -0.0180 -0.0138 -0.42
C -2.1197 1.4889 3.1445 0.0002 0.0027 0.0097 -0.87
C -1.6235 2.6197 2.5182 -0.0047 0.0077 0.0094 -1.07
C -1.1982 2.5488 1.1961 -0.0066 -0.0101 -0.0218 -0.73
C -1.2321 1.3560 0.4790 0.0044 0.0355 0.0074 -0.20
H -6.3200 -3.8275 2.6983 -0.0003 -0.0020 -0.0007 0.36
H -6.5593 -1.8088 1.2765 -0.0013 -0.0008 0.0019 0.40
H -4.5783 -0.7967 0.2297 -0.0017 -0.0034 -0.0035 0.36
H -2.0931 -3.7715 2.0404 -0.0031 0.0010 -0.0042 0.35
H -4.0744 -4.8057 3.0565 -0.0024 -0.0010 0.0004 0.39
H -0.0589 -3.2285 -1.1113 -0.0066 0.0032 0.0022 0.27
H 1.8652 -4.5946 -0.3836 -0.0001 -0.0007 0.0008 0.37
H 2.7044 -4.4147 1.9353 -0.0003 0.0026 0.0035 0.34
H 1.5892 -2.8871 3.5289 -0.0032 -0.0041 0.0038 0.41
H -0.3581 -1.5689 2.8206 -0.0045 0.0211 -0.0168 0.35
H -2.5806 -0.5868 2.9311 0.0006 -0.0012 -0.0006 0.40
H -2.4589 1.5308 4.1725 -0.0012 0.0016 -0.0011 0.34
H -1.5695 3.5606 3.0539 0.0037 0.0000 -0.0014 0.35
H -0.8305 3.4518 0.7223 0.0006 0.0007 -0.0022 0.38
O 0.3829 -0.1134 -0.9155 -0.0127 -0.0411 0.0061 -0.30
As -0.5324 1.2160 -1.4653 0.0313 0.1264 0.0048 2.48
C 0.0841 0.7143 -3.3431 -0.0434 -0.0665 0.0118 -0.07
C -0.4027 -0.4896 -3.8577 0.0182 0.0141 -0.0083 -0.11
C 0.0100 -0.9637 -5.0916 0.0090 0.0087 -0.0061 -0.84
C 0.9319 -0.2403 -5.8441 -0.0129 -0.0122 0.0043 -0.49
C 1.4284 0.9516 -5.3446 0.0008 0.0151 0.0007 -0.78
C 1.0039 1.4237 -4.1031 0.0087 0.0239 0.0051 -0.22
C -2.3758 1.6392 -2.1805 -0.0062 0.0249 0.0223 0.64
C -2.5145 2.0669 -3.5003 0.0012 -0.0145 0.0267 -0.55
C -3.7475 2.4614 -4.0024 -0.0113 0.0036 -0.0227 -0.85
C -4.8771 2.4123 -3.1991 -0.0019 -0.0028 0.0068 -0.54
C -4.7575 1.9799 -1.8874 0.0042 -0.0073 0.0060 -0.91
C -3.5168 1.6100 -1.3828 0.0034 -0.0069 -0.0071 -0.29
C 0.4123 2.9216 -1.4018 0.0050 0.0018 -0.0167 -0.01
C -0.1344 4.1198 -1.8472 -0.0424 -0.0365 -0.0146 -0.34
C 0.6003 5.2959 -1.7694 0.0346 0.0207 0.0187 -0.69
C 1.8864 5.2806 -1.2459 -0.0135 0.0041 -0.0106 -0.46
C 2.4366 4.0856 -0.8027 -0.0073 -0.0107 0.0018 -0.83
C 1.7018 2.9103 -0.8816 0.0009 -0.0340 -0.0022 -0.65
H -1.1136 -1.0669 -3.2729 0.0032 -0.0028 0.0005 0.38
H -0.3796 -1.9021 -5.4701 -0.0037 0.0014 0.0011 0.39
H 1.2602 -0.6098 -6.8083 0.0019 0.0019 0.0005 0.36
H 2.1504 1.5220 -5.9182 0.0015 -0.0040 -0.0014 0.40
H 1.4054 2.3615 -3.7336 0.0050 -0.0059 -0.0039 0.28
H -1.6508 2.0922 -4.1511 -0.0001 0.0143 -0.0035 0.46
H -3.8243 2.7989 -5.0293 0.0036 0.0023 0.0020 0.42
H -5.8421 2.7090 -3.5920 -0.0001 -0.0017 -0.0024 0.36
H -5.6302 1.9355 -1.2465 -0.0016 -0.0006 -0.0006 0.42
H -3.4460 1.3031 -0.3488 -0.0013 0.0123 -0.0022 0.42
H -1.1406 4.1402 -2.2503 0.0094 0.0018 -0.0010 0.40
H 0.1667 6.2266 -2.1155 -0.0044 -0.0034 -0.0004 0.37
H 2.4581 6.1985 -1.1827 -0.0005 0.0006 -0.0027 0.33
H 3.4386 4.0646 -0.3925 0.0000 -0.0031 0.0025 0.42
H 2.1349 1.9767 -0.5374 0.0099 0.0118 0.0057 0.61
```
Positions in Å, forces in eV/Å.

Summary:
Kohn-Sham gap = 0.2716 hartree
M = 796.53 g mol⁻¹
Total energy = -7007.8603 a.u.
Highest occupied orbital energy = -0.1753 Eh
Net charge = -1

=====

> M of number 2 (C46H35AsBrLiOP)?

796.53 g mol⁻¹

=====

> Number 2 is which compound?

C46H35AsBrLiOP

=====

> Among the records above, which one has the highest M?

C46H35AsBrLiOP

=====

> The highest M belongs to which entry?

C46H35AsBrLiOP